54
Properties=species:S:1:pos:R:3 method="wB97M-V/def2-TZVPD" energy_ha=-1375.69396 gap_ev=9.6 lumo_energy_ha=-0.0061 charge=0
O 2.0724 0.1893 4.0677
O -4.2627 1.7160 -0.4804
O 3.7523 0.5912 -1.6084
O 4.0431 -2.9065 0.7346
O -0.8744 -2.1953 -3.8223
O 1.2968 -2.0403 5.3505
O 0.1808 0.3909 0.1959
O -2.0854 0.7704 -1.4973
O 0.7153 -2.2016 2.3931
O 2.7839 1.6328 0.7395
O 4.1532 0.4137 2.4244
O -2.9639 -1.2396 -2.7358
O -0.7249 4.2545 4.8279
O -5.6623 -0.4113 -1.3649
O 1.0589 -0.2425 -2.1359
O -4.9132 0.5311 -4.2355
O -0.9512 -3.0893 -1.4151
O 2.5966 3.9943 -1.4534
H 1.4022 0.4102 3.5396
H 4.0483 0.5628 -0.6565
H -2.4759 -2.0536 -2.3469
H 0.6908 0.0758 -3.0480
H 2.1658 -0.7839 3.9713
H -1.1736 0.4835 -1.3445
H -1.3401 3.5101 4.9051
H -1.0156 4.7760 4.1606
H -3.3870 1.4962 -0.7215
H 0.6331 -0.0201 -0.4702
H -0.5886 0.0315 0.3802
H 0.3891 -1.9361 1.6757
H -0.1522 -2.4787 -1.6616
H -2.2478 0.2008 -2.2456
H 2.1125 -1.5770 5.0989
H 2.6950 4.5652 -0.6495
H -5.0602 0.9019 -3.3484
H -0.5310 -1.4502 -4.4796
H 1.9331 -0.6577 -2.2759
H 2.1486 4.7880 -1.9168
H -5.2649 0.3825 -1.0016
H -1.6210 -2.2773 -4.3556
H 0.9520 -1.7447 6.2281
H 4.3999 1.1416 2.9678
H 3.3637 -2.5333 1.4093
H -6.4116 -0.6583 -0.9519
H 2.0710 1.5073 1.3010
H -4.6795 1.3030 0.3285
H 4.4196 -0.1609 -1.9335
H -0.9319 -3.9486 -1.9351
H 4.0986 -3.8006 1.1977
H 0.1344 -2.2376 3.0057
H 3.9847 0.8914 1.5496
H -5.1926 -0.3624 -3.9197
H -3.7104 -0.9999 -2.2747
H 2.4173 1.3910 -0.0588

***

55
Properties=species:S:1:pos:R:3 method="wB97M-V/def2-TZVPD" energy_ha=-1376.14338 spin_multiplicity=2 gap_ev="2.1 / 10.1" lumo_energy_ha="-0.0235 / -0.0240" charge=0
O 2.8254 -2.3502 3.3679
O 2.0217 5.5359 0.9244
O 1.9837 0.1690 -3.9256
O -1.6663 -4.1856 1.0977
O -1.2649 -3.0327 3.1518
O 2.0999 1.4611 0.7118
O 1.0710 0.4702 -1.5544
O -0.4002 1.1621 -4.8860
O -2.6555 -0.4653 -5.0922
O 0.2427 4.9841 -2.0835
O 0.6132 0.8078 2.7171
O -4.1261 -1.1565 2.1508
O 1.3346 -1.1761 1.1240
O 1.9728 2.6262 -3.1565
O -4.1503 2.6861 -1.0209
O -0.6849 -1.9166 -0.5056
O 1.2310 -4.6930 0.7344
O -0.4653 -0.6934 6.1462
H -0.4885 -2.9141 -0.3134
H 2.7979 -3.0795 4.1492
H -0.1923 0.0339 5.6903
H -0.3582 -3.0599 3.3517
H -0.6524 1.9693 -4.4549
H 0.4841 -1.4213 1.3647
H 1.7784 4.7722 0.4137
H 2.1823 1.2195 -3.9439
H -0.1133 -1.5537 -1.2497
H 0.8748 -0.0239 2.4250
H -2.1028 -4.7118 1.6863
H -3.1463 -1.2672 1.7117
H 0.7011 -5.4202 0.5081
H 1.6062 0.0654 -0.8837
H 1.8169 -0.1014 -2.9684
H -4.6225 2.1557 -0.3617
H -1.9491 -3.0338 3.9302
H 0.8453 0.6788 3.7033
H 1.0057 0.1569 -4.4315
H -4.9021 2.8366 -1.7109
H 0.4192 5.9427 -1.7702
H -1.3533 0.8887 -5.1657
H -2.3018 -0.7626 -4.3372
H -0.2217 -1.6189 5.9490
H 3.1205 -1.7428 3.9585
H 2.9559 5.3087 0.8545
H -0.7630 5.1584 -2.2059
H 2.0133 -1.5523 1.6523
H 0.7458 1.4154 -1.1838
H 2.3716 3.1110 -3.7642
H -3.5021 -0.3781 -4.8446
H 1.7315 0.6533 1.0236
H -2.1546 -4.3813 0.1878
H 2.1735 2.0584 1.4576
H -3.8404 -0.8595 2.8895
H 0.9295 2.6094 -3.2650
H 2.2515 -5.0164 0.7369

***

55
Properties=species:S:1:pos:R:3 method="wB97M-V/def2-TZVPD" energy_ha=-1376.02752 gap_ev=10.0 lumo_energy_ha=-0.1045 charge=+1
O 2.9387 -1.7315 -1.8756
O 0.7006 -0.3973 -0.8706
O -3.9236 0.6992 -3.1298
O -1.5004 -1.4056 -1.7219
O -0.5727 1.1006 -5.4160
O 4.9831 -0.7099 -0.6137
O 1.3259 0.1955 1.4635
O -2.3829 2.6615 1.4591
O -5.1421 -0.5740 2.9221
O -4.4150 1.8576 -0.1776
O 1.3201 -3.6255 -0.1360
O -1.3179 -4.8118 2.3567
O 1.7976 3.9335 3.1261
O -3.0453 -2.5598 2.9825
O 0.9353 5.1545 -0.6616
O 3.9248 -3.6668 -0.5931
O 4.1482 2.1074 -0.1644
O 0.6186 2.3229 0.2777
H -2.9460 -2.0376 3.8338
H 3.0366 -3.8020 -0.5780
H -0.1611 -0.9343 -1.1817
H -1.2549 -5.3704 1.6519
H -1.7612 -5.3277 3.0399
H 4.7183 -1.6737 -0.1312
H -3.8833 2.5491 -0.6068
H 1.1749 -0.1706 0.4829
H 1.0903 -3.8587 0.5948
H -1.9076 -2.1310 -0.9963
H 6.0472 -0.9585 -0.5755
H -4.8711 -0.1531 3.7723
H -2.9858 3.0514 2.0686
H 4.1380 -4.5470 -0.9697
H -4.0064 -2.5655 2.7779
H -0.4606 2.0394 0.3177
H -0.0377 0.3202 -5.2713
H -5.2434 0.0849 2.2497
H 3.6512 -1.0814 -2.0052
H -4.5708 1.4981 -3.1719
H 0.8257 5.5527 0.1651
H 0.8313 3.0023 1.0445
H -2.9893 2.0349 1.0081
H 1.8722 4.6342 3.5995
H 0.8040 -2.9998 -0.6466
H 3.9580 1.3961 0.3014
H 1.8496 4.5782 -0.8086
H -4.0526 0.1398 -3.8308
H -2.2488 -1.0078 -2.1499
H 1.4417 -0.6172 -1.4216
H 3.4875 -2.4479 -2.0175
H 4.8798 2.4815 -0.3780
H -4.2908 1.1099 -0.8433
H 0.8786 3.6644 3.0818
H 0.9980 1.4845 1.1413
H -0.5925 1.6083 -4.6311
H 2.1882 -0.0962 1.8566

***

56
Properties=species:S:1:pos:R:3 method="wB97M-V/def2-TZVPD" energy_ha=-1451.79976 gap_ev=9.4 lumo_energy_ha=0.0855 charge=-1
O -3.3490 -2.2276 -2.5144
O -1.5503 4.1659 1.8318
O 1.2320 -1.2972 3.9399
O 1.3865 -2.1969 -2.6544
O 0.6253 -4.0916 -1.0129
O 3.5769 0.1377 -2.9525
O 2.4219 1.4724 1.5605
O 1.3035 1.3974 -3.5709
O -1.0452 0.2036 -2.4464
O -0.0633 1.5332 3.5114
O -1.6030 -2.2491 -0.6385
O 1.3447 4.1957 2.2733
O 3.1648 -0.8815 -0.4472
O -1.6470 1.8253 -0.1679
O 0.5114 2.9980 -0.6929
O -3.6800 -0.4512 0.0557
O -0.0822 -3.0842 2.1647
O 0.2844 -0.3157 -0.5028
O -2.4362 -0.8558 3.1684
H -1.0156 -0.6111 -2.9515
H 0.8541 -1.5322 -2.2021
H 2.6742 0.5658 1.2881
H 1.7825 3.9377 1.4568
H 1.0001 3.3946 2.6972
H -3.2449 -2.1210 -3.4691
H 1.9677 -2.6304 -2.0214
H 0.3365 -1.6488 4.0323
H 2.2349 -0.9603 -0.1941
H 0.9881 3.5820 -0.0903
H -1.8735 -2.6024 0.2216
H -0.7718 -2.5576 1.7553
H -3.5436 -0.9147 -0.7789
H 0.7089 0.7547 -3.9786
H -2.6354 -0.0782 3.7150
H -1.2744 1.0340 0.2468
H 0.4794 0.5384 -0.1054
H -3.2344 0.3986 0.1519
H 0.5193 0.9446 2.9963
H -1.7766 1.5626 -1.0981
H -0.6663 0.0470 -1.4218
H 0.5333 1.4003 4.2896
H -0.5733 4.2856 1.9159
H 1.4944 -1.5532 3.0488
H 2.6317 0.4346 -2.9091
H -1.2961 -1.3755 -0.2681
H 3.4598 -0.7435 -3.3714
H 0.2236 -3.2247 -0.8193
H 0.3973 -3.6126 1.5206
H -1.6879 3.3821 1.2522
H 3.2124 -0.2722 -1.2098
H -2.4014 -2.2329 -2.2611
H 0.7512 2.0618 -3.1426
H -2.3109 -0.5303 2.2674
H -0.1877 -4.5889 -1.1572
H 0.1951 3.7113 -1.2758
H 1.6540 1.4766 0.9650

***

56
Properties=species:S:1:pos:R:3 method="wB97M-V/def2-TZVPD" energy_ha=-1451.59475 gap_ev=8.9 lumo_energy_ha=0.0653 charge=-1
O -0.1768 -1.9290 3.1786
O 1.9221 -3.5478 1.4115
O -2.8989 2.8866 -0.2512
O 3.0727 -1.1858 0.4806
O -3.5282 1.7918 -2.4027
O 4.0491 1.1253 0.4897
O 0.9336 0.9302 1.1764
O -0.4215 -2.2920 -0.6149
O 2.6005 2.9562 2.9273
O -1.2234 3.4341 1.8025
O -4.7100 -0.1880 1.6562
O 3.1111 -2.1886 -1.9974
O 2.2320 1.9849 -1.4103
O 1.5842 4.6046 -0.3887
O -2.5331 -0.7494 -3.2338
O 0.0762 -0.3459 -2.3629
O -1.0384 -0.7862 1.2608
O 0.9607 -3.5180 -3.0309
O -3.6217 -3.0638 1.1893
H -0.1421 -1.5458 3.9203
H -1.6841 3.5200 0.9659
H -0.8950 2.6157 1.8791
H 3.5490 0.3759 1.0732
H -2.0501 2.3020 -0.2081
H 1.3577 -3.0070 0.7823
H -0.2709 -1.1776 -1.6970
H 1.8194 2.9702 3.5472
H -3.2739 2.5151 -1.8507
H -3.0420 -1.2791 -3.8597
H -4.0990 -0.4324 2.4224
H 1.7364 1.2521 0.6806
H 2.0943 -1.1113 0.5589
H 1.8836 -3.6278 -2.5645
H -3.1390 -0.7570 -2.4111
H 1.4851 4.3649 0.5418
H 3.2500 -0.6371 -0.2785
H -0.8070 -3.1141 -0.5038
H 2.8342 2.1405 2.4692
H -2.8154 -2.7020 1.4547
H -2.5741 1.8134 -2.8783
H 2.4915 -1.4857 -1.8180
H 0.6287 -2.8640 -2.3301
H 1.8114 2.1143 -2.4191
H -0.4859 -1.3911 2.1690
H -3.6366 2.3580 0.1322
H 2.7707 1.2882 -1.5368
H -4.8109 0.7231 1.9269
H -1.8621 -0.9919 1.2179
H 1.1065 -3.2947 1.8404
H -4.0395 -2.3156 0.8271
H 2.1189 3.9569 -0.7500
H 3.1797 -2.6628 -1.0664
H -0.6007 -0.4953 -3.0386
H -0.6759 -1.4474 0.3733
H 3.4974 1.8800 0.9443
H 0.1693 0.7950 0.4431